# 1
ORCA calculation (ωB97M-V/def2-TZVPD) on a cluster of 3 separate species, C11H24N2O6S in total in a non-equilibrium geometry.

Results
Frontier orbital gap   9.76 eV
Strongest force on any atom   0.055 hartree/bohr
Calculated total energy   -1392.6382 Eh
Lowest unoccupied orbital energy   0.0142 hartree
Highest occupied orbital energy   -9.3706 eV
Structure (SMILES)   CCOCCOC(=O)OS.CNC(C)=O.CNC(C)=O

The geometry in ORCA input format:
```
! RIJCOSX wB97M-V def2-TZVPD def2/J DEFGRID3
* xyz 0 1
C -0.32550 2.55244 -2.71732
C -1.48079 1.68963 -2.20649
O -1.34034 0.31102 -2.47503
C -0.30420 -0.27465 -1.72359
C -0.62580 -1.69982 -1.29809
O 0.01893 -2.72043 -2.10485
C 1.22366 -2.98612 -1.71041
O 1.97826 -2.23261 -1.23181
O 1.58059 -4.29544 -1.94901
S 1.76122 -5.14865 -0.52479
H -0.72675 3.50955 -3.03516
H 0.18790 2.10411 -3.56543
H 0.39331 2.75701 -1.93551
H -2.40617 2.01782 -2.66997
H -1.60126 1.86952 -1.13387
H 0.62201 -0.30267 -2.30106
H -0.10696 0.30047 -0.81613
H -1.68875 -1.90041 -1.29837
H -0.28588 -1.83118 -0.27429
H 2.56772 -4.42054 0.28714
C -1.07716 -6.92651 2.77779
N -0.74957 -5.54918 2.46059
C -0.93156 -4.44040 3.22597
C -1.55221 -4.62662 4.58958
O -0.59909 -3.34145 2.80928
H -0.16901 -7.53090 2.73869
H -1.77986 -7.30911 2.03549
H -1.51972 -7.01423 3.76407
H -0.33082 -5.34979 1.56432
H -1.63117 -3.65836 5.07469
H -2.55214 -5.05288 4.49867
H -0.92945 -5.27538 5.20702
C 2.59171 6.64313 0.12773
N 1.60483 5.59116 -0.03177
C 0.40338 5.65168 -0.66681
C 0.01320 6.96573 -1.29853
O -0.31906 4.66928 -0.71518
H 3.53338 6.32486 -0.32284
H 2.75785 6.82257 1.19137
H 2.26848 7.56597 -0.34115
H 1.80237 4.68657 0.36687
H -0.96241 6.85632 -1.76269
H -0.04729 7.74953 -0.54241
H 0.73414 7.24894 -2.06669
*
```


# 2
ORCA calculation (ωB97M-V/def2-TZVPD) on a cluster of 2 separate species, C4H7N4 in total in a non-equilibrium geometry.

Results
Frontier orbital gap   7.62 eV
Relative energy (zero: lowest compared OMol25 entry of this formula, charge and spin)   3.925 eV
Strongest force on any atom   0.054 hartree/bohr
Calculated total energy   -375.2583 Eh
Lowest unoccupied orbital energy   -0.2668 hartree
Highest occupied orbital energy   -14.8754 eV

The geometry in ORCA input format:
```
! RIJCOSX wB97M-V def2-TZVPD def2/J DEFGRID3
* xyz 1 1
C 1.71961 -0.48468 -1.10491
C 0.87490 -0.64465 0.06492
C 0.17959 0.65568 0.24824
C -1.32977 0.57730 0.20573
N 2.92515 -0.36510 3.09928
N 1.39031 0.88086 -1.56863
N 0.61583 1.48400 -0.80835
N 2.23320 -0.52853 2.25282
H 2.73376 -0.52306 -0.85278
H 1.70465 -1.30015 -1.80589
H 0.49663 -1.33146 0.82659
H 0.38386 1.09059 1.22973
H -1.56422 1.69828 0.16949
H -1.77640 -0.03521 1.03110
H -1.65174 0.27711 -0.84231
*
```


# 3
ORCA calculation (ωB97M-V/def2-TZVPD) on a structure of composition C46H54BCaF4N2O2SSiTe in a non-equilibrium geometry.

Results
Frontier orbital gap (alpha / beta)   3.69 / 6.56 eV
Strongest force on any atom   0.052 hartree/bohr
Calculated total energy   -4103.1636 Eh
Lowest unoccupied orbital energy (alpha / beta)   0.1449 / 0.1448 hartree
Highest occupied orbital energy (alpha / beta)   0.2548 / -2.6236 eV

The geometry in ORCA input format:
```
! RIJCOSX wB97M-V def2-TZVPD def2/J DEFGRID3
* xyz -2 2
Ca 0.57237 -0.67598 -1.18047
C -3.66179 0.74657 2.52881
C -2.54087 1.23227 3.18165
C -1.32188 0.60167 3.00903
C -1.20386 -0.47725 2.13416
C -2.33184 -0.98790 1.48181
C -3.55265 -0.36260 1.70419
C 0.13663 -1.12931 2.06579
C 0.50020 -1.93709 3.13813
C 1.80047 -2.41183 3.25610
C 2.77222 -1.94421 2.35176
C 4.13782 -2.25648 2.46684
C 5.07406 -1.66663 1.63537
C 4.66099 -0.77545 0.65783
C 3.31293 -0.49325 0.48625
C 2.33813 -1.06814 1.31063
N 1.03096 -0.72185 1.13531
H -4.62495 1.22571 2.67394
H -2.61569 2.09206 3.83709
H -0.45593 0.93562 3.56378
H -4.43882 -0.76366 1.22755
H -0.23333 -2.18521 3.89325
H 2.08521 -3.07164 4.06666
H 4.44628 -2.96569 3.22637
H 6.12698 -1.89434 1.75633
H 5.38912 -0.30304 0.01071
H 2.98705 0.17921 -0.29690
F 1.05313 -3.57759 -0.50149
B 1.65387 -3.32772 -1.73493
F 2.82959 -2.60731 -1.55520
F 1.91150 -4.49348 -2.40010
F 0.78750 -2.49857 -2.49280
C -3.09861 0.63629 -2.12325
C -2.74245 -0.62598 -1.37672
O -3.66889 -1.40972 -1.01317
N -1.51590 -0.92047 -1.12148
Te -1.77172 -2.60268 0.03337
C -1.75305 -4.02616 -1.73081
C -1.83509 -3.81684 -3.11674
C -2.18987 -2.48456 -3.71386
C -1.60540 -4.86082 -4.00564
C -1.25261 -6.12657 -3.57197
C -0.93085 -7.21841 -4.54978
C -1.13692 -6.33231 -2.21087
C -1.37563 -5.30873 -1.30308
C -1.22683 -5.65267 0.15173
C -3.54766 -3.76011 0.74381
C -4.60521 -4.31073 0.00699
C -4.76038 -4.13505 -1.47231
C -5.56038 -5.11260 0.62843
C -5.53239 -5.37859 1.98315
C -6.54846 -6.26341 2.64739
C -4.50346 -4.81794 2.71771
C -3.52032 -4.04514 2.11396
C -2.41192 -3.57389 3.00397
H -4.16721 0.63501 -2.32677
H -2.53593 0.67613 -3.05101
H -2.83120 1.50024 -1.51791
H -3.16476 -2.15181 -3.36366
H -2.22260 -2.55245 -4.80179
H -1.45529 -1.72590 -3.44027
H -1.68724 -4.67780 -5.07204
H -1.53851 -7.13538 -5.44984
H -1.09524 -8.19936 -4.10830
H 0.11971 -7.14679 -4.83245
H -0.84002 -7.30770 -1.84302
H -0.53348 -6.48371 0.27133
H -2.18951 -5.93090 0.58266
H -0.83610 -4.79697 0.70025
H -4.49467 -3.12231 -1.74996
H -5.78907 -4.33593 -1.77867
H -4.10562 -4.82949 -1.99808
H -6.34088 -5.55932 0.02159
H -7.30306 -6.59214 1.93630
H -7.04288 -5.73659 3.46306
H -6.05887 -7.14165 3.06906
H -4.44555 -5.00703 3.78358
H -2.21023 -4.31710 3.77643
H -2.68526 -2.63775 3.49058
H -1.50982 -3.40554 2.41887
C 2.43937 2.91304 0.97765
S 0.84825 2.33763 1.73736
O 0.91079 2.90573 3.10358
C -0.20321 3.49391 0.82670
C -0.20050 3.56670 -0.56892
C -1.02334 4.47564 -1.20303
C -1.90279 5.26889 -0.47176
C -1.94405 5.14862 0.91868
C -1.09436 4.27251 1.55818
H 2.51810 3.98489 1.12355
H 2.44580 2.63866 -0.06941
H 3.23157 2.39626 1.51054
H 0.43298 2.91666 -1.15390
H -0.98783 4.57245 -2.27967
H -2.55616 5.96877 -0.97544
H -2.64940 5.73911 1.49015
H -1.08837 4.17323 2.63445
C 2.16077 2.96817 -5.26401
Si 1.14206 1.53422 -4.40761
C -0.64893 2.24946 -4.45206
C 1.16779 0.14100 -5.72417
C 1.75495 0.93699 -2.75713
H 1.83858 3.16885 -6.28532
H 3.21933 2.71959 -5.29897
H 2.06912 3.89804 -4.70571
H -0.70931 3.15948 -5.04452
H -0.99975 2.47790 -3.45143
H -1.34167 1.53404 -4.88919
H 0.62144 0.40477 -6.62874
H 0.71614 -0.75480 -5.30780
H 2.18457 -0.10799 -6.01401
H 2.15080 1.79210 -2.19558
H 2.62491 0.29318 -2.94404
*
```


# 4
ORCA calculation (ωB97M-V/def2-TZVPD) on the molecule C4H7N3.

Results
Frontier orbital gap   8.48 eV
Relative energy (zero: lowest compared OMol25 entry of this formula, charge and spin)   0.020 eV
Strongest force on any atom   0.005 hartree/bohr
Calculated total energy   -320.8826 Eh
Lowest unoccupied orbital energy   0.0401 hartree
Highest occupied orbital energy   -7.3878 eV
Structure (SMILES)   Nc1c[nH]c(N)c1

The geometry in ORCA input format:
```
! RIJCOSX wB97M-V def2-TZVPD def2/J DEFGRID3
* xyz 0 1
N -1.88904 -0.41305 -1.62218
C -0.92110 -0.27805 -0.60433
C -1.04884 -0.64223 0.71590
N 0.09006 -0.22548 1.37213
C 0.93692 0.38379 0.49672
N 2.13802 0.94617 0.99477
C 0.34628 0.35910 -0.74876
H -2.58488 -1.11263 -1.39490
H -1.47350 -0.64461 -2.51584
H -1.85843 -1.13156 1.23882
H 0.27748 -0.29302 2.35837
H 2.95517 0.40451 0.73421
H 2.26475 1.88655 0.63785
H 0.76712 0.76051 -1.66277
*
```


# 5
ORCA calculation (ωB97M-V/def2-TZVPD) on a cluster of 2 separate species, C4H15N3O in total in a non-equilibrium geometry.

Results
Frontier orbital gap (alpha / beta)   9.83 / 6.80 eV
Relative energy (zero: lowest compared OMol25 entry of this formula, charge and spin)   1.233 eV
Strongest force on any atom   0.033 hartree/bohr
Calculated total energy   -399.7080 Eh
Lowest unoccupied orbital energy (alpha / beta)   -0.4613 / -0.5726 hartree
Highest occupied orbital energy (alpha / beta)   -22.3851 / -22.3813 eV

The geometry in ORCA input format:
```
! RIJCOSX wB97M-V def2-TZVPD def2/J DEFGRID3
* xyz 3 2
C -0.31114 2.54305 0.28490
C 0.74521 1.35981 0.34174
C 0.20286 -0.02761 0.05609
C -0.11177 -0.39325 -1.26524
N -0.00979 -1.74738 -1.78157
N 0.40349 -1.00855 0.94163
N -0.72160 3.04899 1.67428
H 0.19008 3.34189 -0.24649
H -1.25158 2.26293 -0.17642
H 1.34898 1.33491 1.25394
H 1.44122 1.68063 -0.43558
H -0.38981 0.33447 -2.01459
H -0.56916 -1.85734 -2.64321
H 0.95179 -2.02832 -2.02884
H -0.39265 -2.49959 -1.13557
H -0.34726 -1.62281 1.28386
H 1.01438 -0.82449 1.73845
H -0.52777 2.42251 2.45679
H -1.73164 3.19655 1.60231
H -0.32625 3.97870 1.90418
H 0.94286 -4.45375 -0.48436
H -0.61107 -4.85699 -0.56553
O 0.06060 -4.18436 -0.76076
*
```


# 6
ORCA calculation (ωB97M-V/def2-TZVPD) on a cluster of 14 separate species, C33H28Cl39F9O4 in total in a non-equilibrium geometry.

Results
Frontier orbital gap   8.56 eV
Strongest force on any atom   0.049 hartree/bohr
Calculated total energy   -20421.4390 Eh
Lowest unoccupied orbital energy   -0.0417 hartree
Highest occupied orbital energy   -9.6963 eV

The geometry in ORCA input format:
```
! RIJCOSX wB97M-V def2-TZVPD def2/J DEFGRID3
* xyz 0 1
O -3.74372 -4.00784 -10.37670
C -3.48921 -2.88319 -10.03406
O -2.61192 -2.09599 -10.76320
C -4.15726 -2.30438 -8.79075
C -3.14925 -2.22700 -7.59924
C -3.96486 -1.81362 -6.33356
C -3.49211 -2.49025 -5.05671
C -4.25986 -3.28003 -4.30937
C -3.79185 -3.92464 -3.02512
O -4.38134 -4.87868 -2.56593
C -2.58223 -3.28347 -2.35978
C -2.23368 -3.45858 -1.01755
C -1.10453 -2.77266 -0.50028
C -0.33754 -1.95338 -1.30360
C 0.87148 -1.16498 -0.81232
C 1.16125 -1.31443 0.70629
C 2.62963 -0.88276 0.94331
F 3.42356 -1.87065 0.47096
F 2.79595 0.26949 0.23462
C 2.88531 -0.54439 2.45013
F 2.49700 0.75109 2.60898
F 2.04630 -1.28354 3.19901
C 4.38666 -0.63775 2.91220
F 5.24569 -0.45883 1.90212
F 4.60953 0.40769 3.75435
C 4.71906 -1.94972 3.70556
F 4.39958 -1.75296 4.98154
F 6.04081 -2.15726 3.60673
F 4.13210 -3.03306 3.20395
C -0.66589 -1.80955 -2.66306
C -1.76169 -2.46053 -3.15881
C -2.06465 -2.24707 -4.63930
O -1.19176 -1.88170 -5.39800
H -1.80208 -2.03634 -10.23560
H -4.95601 -2.98337 -8.46519
H -4.60832 -1.31302 -8.93656
H -2.45087 -1.40170 -7.79653
H -2.57705 -3.15212 -7.46772
H -5.03749 -2.03499 -6.43064
H -3.84865 -0.72558 -6.20578
H -5.28318 -3.47564 -4.63686
H -2.87055 -4.09829 -0.40796
H -0.82095 -2.88648 0.54321
H 1.75551 -1.45348 -1.40135
H 0.67465 -0.10322 -1.02080
H 0.46245 -0.65487 1.23968
H 1.02146 -2.35070 1.03417
H -0.03645 -1.18393 -3.29733
C -3.88805 -0.12664 1.54111
Cl -5.46568 -0.88674 1.49241
Cl -2.73608 -1.10851 0.60995
Cl -3.94690 1.52652 0.91669
H -3.55244 -0.08493 2.57649
C -3.55220 0.54028 6.15124
Cl -3.52437 0.87939 4.41462
Cl -4.95829 1.28441 6.90219
Cl -3.53233 -1.19963 6.44769
H -2.66196 0.97159 6.59409
C 0.21929 -6.56388 -2.48675
Cl -0.46053 -8.05723 -1.83052
Cl 0.53451 -6.72870 -4.22141
Cl -0.87302 -5.19156 -2.17857
H 1.16233 -6.37079 -1.98780
C 3.50690 3.80074 3.93305
Cl 4.29675 3.94570 5.50434
Cl 2.06912 4.83142 3.86085
Cl 4.62569 4.21292 2.63008
H 3.19475 2.77183 3.80446
C -2.04832 4.82643 4.87348
Cl -2.75244 5.78227 6.17952
Cl -1.51415 3.25343 5.47251
Cl -3.20158 4.62885 3.55268
H -1.18283 5.35511 4.49358
C 2.21822 6.72196 0.37116
Cl 0.83807 7.72944 -0.07981
Cl 2.54117 5.51483 -0.87510
Cl 3.64635 7.71470 0.66058
H 1.97384 6.20345 1.29030
C 3.27298 -10.24857 -1.89621
Cl 2.60531 -8.86269 -2.76026
Cl 4.55253 -11.01537 -2.83977
Cl 3.87741 -9.76251 -0.30902
H 2.47952 -10.97096 -1.75022
C -8.19028 -4.09789 -1.80151
Cl -6.77213 -3.55874 -0.90128
Cl -9.59374 -3.10082 -1.40888
Cl -7.88340 -4.07274 -3.54084
H -8.40750 -5.11835 -1.51214
C 8.66666 3.95270 2.08142
Cl 9.92143 4.70586 3.06796
Cl 7.86740 5.15505 1.06799
Cl 9.34957 2.65621 1.09194
H 7.92665 3.52044 2.74416
C -4.47854 3.04412 10.48159
Cl -6.13077 2.43116 10.36709
Cl -3.38582 1.78320 11.06096
Cl -3.93630 3.66739 8.92299
H -4.46741 3.85755 11.19599
C 9.26283 5.85749 -3.08494
Cl 9.31678 7.37518 -2.18337
Cl 9.33754 4.47984 -1.98591
Cl 7.80914 5.78049 -4.08454
H 10.12567 5.81971 -3.73787
C 0.00489 11.29911 -1.93191
Cl 1.44002 11.70932 -0.99170
Cl -1.35387 12.33299 -1.48143
Cl 0.33475 11.42348 -3.66143
H -0.26232 10.27307 -1.71128
C 0.74239 -0.19336 6.03702
Cl 0.07031 0.75097 7.37121
Cl 1.26894 -1.77887 6.60189
Cl -0.43624 -0.35609 4.73162
H 1.60678 0.33335 5.65041
*
```


Copy entry 4 word for word.
ORCA calculation (ωB97M-V/def2-TZVPD) on the molecule C4H7N3.

Results
Frontier orbital gap   8.48 eV
Relative energy (zero: lowest compared OMol25 entry of this formula, charge and spin)   0.020 eV
Strongest force on any atom   0.005 hartree/bohr
Calculated total energy   -320.8826 Eh
Lowest unoccupied orbital energy   0.0401 hartree
Highest occupied orbital energy   -7.3878 eV
Structure (SMILES)   Nc1c[nH]c(N)c1

The geometry in ORCA input format:
```
! RIJCOSX wB97M-V def2-TZVPD def2/J DEFGRID3
* xyz 0 1
N -1.88904 -0.41305 -1.62218
C -0.92110 -0.27805 -0.60433
C -1.04884 -0.64223 0.71590
N 0.09006 -0.22548 1.37213
C 0.93692 0.38379 0.49672
N 2.13802 0.94617 0.99477
C 0.34628 0.35910 -0.74876
H -2.58488 -1.11263 -1.39490
H -1.47350 -0.64461 -2.51584
H -1.85843 -1.13156 1.23882
H 0.27748 -0.29302 2.35837
H 2.95517 0.40451 0.73421
H 2.26475 1.88655 0.63785
H 0.76712 0.76051 -1.66277
*
```


Question: Among the records above, which one has the highest strongest force on any atom?
Answer: C11H24N2O6S


Question: Among the records above, which one has the lowest calculated total energy?
Answer: C33H28Cl39F9O4